No. 1
Here is a structure of composition C40H27CuF15GeN4OS5Si2 from the OMol25 dataset. Energies are from wB97M-V/def2-TZVPD.

ORCA input file:
```
! wB97M-V def2-TZVPD RIJCOSX def2/J DEFGRID3
* xyz -2 2
Cu 0.48 -0.20 -0.29
C -0.93 3.00 0.98
Si -2.13 1.87 0.09
C -3.42 2.98 -0.73
C -3.03 0.75 1.29
C -1.32 0.80 -1.23
C -1.85 -0.57 -1.28
C -3.03 -1.03 -1.87
C -3.36 -2.36 -1.74
C -2.52 -3.23 -1.05
C -1.35 -2.72 -0.51
N -1.05 -1.43 -0.64
Si -0.72 1.48 -2.84
C -2.15 1.90 -4.00
C 0.29 3.04 -2.61
C 0.27 0.14 -3.70
H -1.36 3.27 1.95
H -0.75 3.92 0.42
H 0.03 2.52 1.15
H -3.94 3.58 0.02
H -4.17 2.38 -1.26
H -2.96 3.66 -1.45
H -3.56 1.36 2.03
H -2.38 0.09 1.84
H -3.78 0.14 0.77
H -3.67 -0.33 -2.39
H -4.28 -2.73 -2.18
H -2.76 -4.27 -0.92
H -0.63 -3.33 0.00
H -2.80 2.67 -3.57
H -2.76 1.02 -4.22
H -1.76 2.28 -4.95
H -0.35 3.89 -2.35
H 0.82 3.29 -3.53
H 1.03 2.93 -1.81
H -0.38 -0.69 -3.98
H 1.05 -0.25 -3.05
H 0.75 0.53 -4.61
O 2.70 0.90 3.18
C 1.68 0.38 3.03
S -6.40 1.37 6.12
C -5.02 0.54 5.59
S -3.55 1.37 5.21
C -2.70 -0.09 4.73
N -3.49 -1.11 4.88
N -4.80 -0.77 5.36
C -5.68 -1.87 5.48
C -6.83 -1.81 6.26
C -7.67 -2.91 6.35
C -7.38 -4.09 5.67
C -6.23 -4.14 4.90
C -5.39 -3.05 4.80
S 0.28 -0.30 2.89
H -7.07 -0.90 6.80
H -8.56 -2.85 6.97
H -8.04 -4.94 5.74
H -5.98 -5.05 4.36
H -4.49 -3.09 4.20
F 2.21 -4.83 -2.29
C 3.20 -5.31 -1.53
C 4.13 -4.45 -0.97
C 5.09 -5.05 -0.18
F 6.04 -4.32 0.44
C 5.16 -6.42 0.03
F 6.12 -6.94 0.79
C 4.22 -7.24 -0.56
F 4.27 -8.56 -0.38
C 3.23 -6.68 -1.35
F 2.32 -7.48 -1.92
Ge 3.76 -2.49 -1.04
S 1.96 -2.22 0.07
C 5.40 -1.60 -0.40
C 5.48 -0.81 0.73
F 4.43 -0.64 1.54
C 6.66 -0.18 1.12
F 6.71 0.57 2.22
C 7.79 -0.34 0.35
F 8.93 0.26 0.70
C 7.75 -1.13 -0.79
F 8.86 -1.31 -1.52
C 6.56 -1.74 -1.13
F 6.59 -2.54 -2.21
C 3.81 -1.96 -2.96
C 3.63 -0.62 -3.25
F 3.43 0.25 -2.25
C 3.67 -0.10 -4.53
F 3.50 1.20 -4.76
C 3.89 -0.96 -5.59
F 3.93 -0.49 -6.84
C 4.09 -2.31 -5.35
F 4.33 -3.14 -6.37
C 4.05 -2.78 -4.05
F 4.32 -4.09 -3.90
S 4.20 2.60 -0.26
C 2.79 1.78 -0.17
N 1.77 1.22 -0.09
*
```

The expectation value of S² is 0.759. The frontier orbital gap (alpha / beta) is 6.108 / 6.102 eV. The energy relative to the best compared isomer or geometry (same formula, charge and spin) comes out at 0.000 eV.

No. 2
Here is an isolated molecule of C3H3P in a non-equilibrium geometry from the OMol25 dataset. Energies are from wB97M-V/def2-TZVPD.

ORCA input file:
```
! wB97M-V def2-TZVPD RIJCOSX def2/J DEFGRID3
* xyz 0 1
C 2.69 1.21 0.35
C 1.55 0.21 0.41
C -0.92 -0.18 -0.23
P 0.51 -1.06 0.45
H -1.71 -0.87 -0.50
H -0.60 0.53 -1.10
H -1.52 0.16 0.62
*
```

The frontier orbital gap is 7.165 eV. The energy relative to the best compared isomer or geometry (same formula, charge and spin) comes out at 3.306 eV.

No. 3
Here is a structure of composition C28H46B2N11O5SW from the OMol25 dataset. Energies are from wB97M-V/def2-TZVPD.

ORCA input file:
```
! wB97M-V def2-TZVPD RIJCOSX def2/J DEFGRID3
* xyz 1 3
W 0.09 0.34 -0.03
C -1.49 -1.11 2.99
C -1.42 0.38 2.87
C -1.84 1.31 3.82
C -1.61 2.55 3.25
C -1.88 3.91 3.81
N -1.09 2.36 2.04
N -0.97 1.02 1.79
B -0.68 3.38 0.96
N -1.40 2.99 -0.35
N -1.31 1.72 -0.85
C -2.07 1.68 -1.95
C -2.27 0.45 -2.77
C -2.65 2.92 -2.16
C -2.21 3.73 -1.12
C -2.51 5.16 -0.86
N 0.84 3.29 0.77
N 1.41 2.09 0.52
C 2.73 2.28 0.41
C 3.69 1.18 0.14
C 3.01 3.63 0.59
C 1.79 4.25 0.82
C 1.48 5.68 1.07
H -1.52 -1.39 4.04
H -0.62 -1.60 2.54
H -2.38 -1.49 2.50
H -2.26 1.10 4.79
H -2.28 3.81 4.82
H -2.61 4.44 3.20
H -0.97 4.51 3.85
H -0.99 4.48 1.29
H -1.45 -0.26 -2.67
H -2.38 0.72 -3.82
H -3.19 -0.05 -2.45
H -3.32 3.20 -2.96
H -3.29 5.50 -1.54
H -1.63 5.78 -1.02
H -2.85 5.32 0.16
H 3.73 0.49 0.99
H 4.69 1.58 0.00
H 3.43 0.62 -0.76
H 3.98 4.10 0.56
H 2.41 6.24 1.20
H 0.88 5.81 1.97
H 0.94 6.12 0.24
C 2.48 -0.96 5.08
O 2.28 -1.75 3.90
C 1.87 -1.06 2.83
O 1.69 0.13 2.78
N 1.71 -1.91 1.76
N 1.53 -1.34 0.49
H 2.90 -1.64 5.82
H 1.52 -0.56 5.43
H 3.16 -0.14 4.88
H 2.17 -2.81 1.79
H 1.13 -2.07 -0.10
H 2.43 -1.13 0.05
O 1.05 2.51 -2.88
S 1.32 1.07 -2.98
N 0.86 0.29 -1.69
N 4.43 -1.84 -5.77
C 3.92 -2.01 -4.52
C 4.74 -2.00 -3.38
C 4.16 -2.14 -2.14
N 2.85 -2.28 -1.92
C 2.08 -2.29 -3.01
C 2.54 -2.16 -4.30
H 5.42 -1.89 -5.91
H 3.84 -2.01 -6.57
H 5.81 -1.89 -3.47
H 4.80 -2.15 -1.26
H 1.01 -2.41 -2.83
H 1.85 -2.18 -5.13
C -1.47 -4.44 0.92
C -1.73 -3.75 -0.41
C -1.54 -4.73 -1.56
O -0.72 -2.70 -0.54
B -1.29 -1.49 -0.19
O -2.65 -1.60 -0.04
C -3.06 -2.94 -0.45
C -3.66 -2.81 -1.84
C -4.12 -3.41 0.53
H -0.46 -4.87 0.90
H -2.18 -5.25 1.09
H -1.52 -3.74 1.75
H -0.55 -5.19 -1.48
H -1.60 -4.23 -2.53
H -2.29 -5.52 -1.52
H -2.93 -2.43 -2.56
H -4.50 -2.12 -1.81
H -4.02 -3.78 -2.20
H -3.76 -3.41 1.55
H -4.45 -4.43 0.28
H -4.99 -2.76 0.46
*
```

The expectation value of S² is 2.072. The frontier orbital gap (alpha / beta) is 6.951 / 7.500 eV. The energy relative to the best compared isomer or geometry (same formula, charge and spin) comes out at 0.615 eV.

No. 4
Here is a structure of composition C15H14NO4S2Tl from the OMol25 dataset. Energies are from wB97M-V/def2-TZVPD.

ORCA input file:
```
! wB97M-V def2-TZVPD RIJCOSX def2/J DEFGRID3
* xyz 2 1
Tl 3.39 -1.20 -2.24
O -1.05 -0.81 2.94
S 0.12 -1.47 2.48
O 1.35 -1.43 3.20
N 0.46 -0.82 0.97
C 0.55 -1.85 0.01
O 1.08 -1.62 -1.07
C -0.05 -3.10 0.49
C -0.35 -4.24 -0.25
C -0.86 -5.33 0.43
C -1.06 -5.29 1.81
C -0.78 -4.15 2.56
C -0.28 -3.07 1.86
H -0.20 -4.26 -1.32
H -1.10 -6.24 -0.11
H -1.45 -6.16 2.32
H -0.95 -4.12 3.62
C -0.78 3.53 2.21
C -0.45 3.07 0.86
C -1.47 2.93 -0.14
C -1.16 2.43 -1.37
C 0.19 2.08 -1.66
C 1.21 2.21 -0.70
C 0.90 2.72 0.52
S 0.54 1.41 -3.26
C 0.80 2.97 -4.11
O 1.86 0.71 -3.20
H -1.85 3.55 2.41
H -0.38 4.55 2.34
H -0.26 2.92 2.96
H -2.49 3.21 0.10
H -1.93 2.29 -2.12
H 2.22 1.92 -0.95
H 1.67 2.88 1.27
H 1.59 3.53 -3.62
H -0.14 3.53 -4.12
H 1.08 2.69 -5.12
*
```

The frontier orbital gap (alpha / beta) is 5.105 / 6.496 eV. The energy relative to the best compared isomer or geometry (same formula, charge and spin) comes out at 0.000 eV.